{
  "formula": "C35H51BF6IMoN3O8P2S2",
  "method": "ωB97M-V/def2-TZVPD",
  "molar_mass_g_mol": 1115.53,
  "max_force_ha_per_bohr": 0.0928,
  "lumo_energy_ev": [-3.110, -2.335],
  "e_above_lowest_kcal_mol": 0.0,
  "multiplicity": 3,
  "homo_ev": [-7.92, -7.92],
  "homo_lumo_gap_ha": [0.17674, 0.20532],
  "species": ["I", "Mo", "S", "S", "P", "P", "F", "F", "F", "F", "F", "F", "O", "O", "O", "O", "O", "O", "O", "O", "N", "N", "N", "C", "C", "C", "C", "C", "C", "C", "C", "C", "C", "C", "C", "C", "C", "C", "C", "C", "C", "C", "C", "C", "C", "C", "C", "C", "C", "C", "C", "C", "C", "C", "C", "C", "C", "C", "B", "H", "H", "H", "H", "H", "H", "H", "H", "H", "H", "H", "H", "H", "H", "H", "H", "H", "H", "H", "H", "H", "H", "H", "H", "H", "H", "H", "H", "H", "H", "H", "H", "H", "H", "H", "H", "H", "H", "H", "H", "H", "H", "H", "H", "H", "H", "H", "H", "H", "H", "H"],
  "positions_angstrom": [[-2.8609, 3.4106, -0.2911], [0.2002, 1.1392, -0.7233], [4.3294, 2.5746, -0.7110], [2.3785, 4.7314, -0.8730], [-3.1634, -1.4673, 1.8239], [0.5074, 1.0705, -3.2244], [6.2937, 2.2545, 1.1488], [4.5041, 1.0318, 1.3782], [3.5261, 6.4042, 0.9668], [4.4905, 3.1253, 1.9853], [1.4470, 6.7706, 0.4039], [1.8890, 5.0867, 1.6917], [0.9503, -0.5592, 1.4476], [2.6414, 5.6577, -1.9412], [3.3579, 1.5131, -0.9727], [3.5368, 0.7447, 7.1057], [5.5326, 2.7731, -1.5397], [1.1072, 4.0491, -0.8606], [2.7246, -1.3161, 6.3471], [1.4271, 1.6490, 1.3471], [-1.1414, -2.0295, -0.1986], [-0.1887, -1.3677, -2.2287], [3.6207, 3.9465, -0.3804], [0.2158, -5.3884, -1.2731], [1.3667, 0.5257, 1.9325], [3.0949, -0.2625, -3.5404], [-3.1199, -2.1932, 3.6411], [-4.3109, -1.6228, -0.7345], [-0.6985, -3.1916, -0.8879], [3.4599, -0.6259, 7.4516], [2.7781, 0.8977, 5.9504], [2.8369, 2.0155, 5.0986], [1.8572, 0.5210, 3.3844], [2.3284, 1.8130, 3.8321], [-0.1258, -2.7469, -2.0923], [1.7559, -0.5656, 4.2552], [4.9567, 2.2642, 1.0673], [-1.5335, -2.2889, 1.1740], [0.5922, -3.6360, -2.9119], [2.3804, -0.3535, 5.4784], [2.0160, 0.3376, -5.7236], [-1.6634, -2.5056, 4.1774], [-5.8741, -1.9643, 1.3581], [-0.9483, 1.9702, -5.5916], [-0.0165, 3.7302, -4.0032], [2.8532, 2.1705, -4.3070], [-3.9873, -3.4472, 3.9418], [-0.5924, -4.5273, -0.4717], [-0.6304, 2.2770, -4.1511], [0.7606, -4.9507, -2.4956], [-1.9870, 2.2634, -3.3843], [-4.2261, -3.7011, 0.5917], [-1.1315, 2.2506, 0.5302], [-3.5597, -0.8939, 4.3712], [2.3676, 5.8045, 0.6215], [-4.4782, -2.2302, 0.6994], [2.1658, 0.8034, -4.2330], [-0.1622, -0.6880, -3.5026], [-0.6662, -0.7549, -0.9183], [-2.6875, 2.9758, -3.8695], [-0.1250, 2.3232, -6.2341], [-1.8261, -2.8540, 5.1860], [1.0209, -3.3249, -3.8381], [0.4548, -6.4351, -0.9798], [-1.0240, -1.6405, 4.1251], [-1.1581, 0.8984, -5.7918], [-1.1280, -3.3566, 3.7449], [-4.3133, -4.3397, 1.4539], [-1.6935, 1.6296, 1.2254], [-3.5603, -4.3499, 3.4868], [-0.5817, 3.0235, 1.0641], [-6.0121, -1.0001, 1.7970], [-4.9462, -4.0808, -0.1543], [2.8743, -0.8140, 8.3716], [2.2663, 2.6416, 3.1371], [-3.3641, -1.8520, -1.1846], [1.6476, -0.6782, -5.9097], [-2.5074, 1.3152, -3.2631], [-1.1720, -0.6576, -3.9990], [3.3443, -0.0770, -2.4754], [-4.3753, -0.5117, -0.7723], [-1.8638, 2.5267, -5.8953], [0.5275, -1.1908, -4.2229], [-4.5894, -0.6092, 4.1739], [-4.9671, -3.2957, 3.5165], [-1.8339, -3.3195, 1.3362], [-0.7158, -2.0060, 1.8352], [3.2962, 2.9390, 5.4321], [4.4612, -1.0658, 7.4954], [-4.0493, -3.6391, 5.0279], [-3.4183, -0.9183, 5.4493], [-6.6639, -2.1174, 0.6102], [-5.0962, -2.0422, -1.3693], [1.3910, -1.5650, 3.9349], [-0.8104, 4.4119, -4.2340], [3.9109, 2.0839, -4.2603], [0.3620, 3.9148, -3.0037], [-2.9210, -0.0884, 4.0190], [2.9924, 0.3630, -6.1767], [1.4497, -5.6470, -3.0014], [0.7698, 3.8847, -4.7062], [1.4414, 1.0603, -6.2370], [-0.8857, -4.8329, 0.5167], [4.0642, -0.2045, -4.0586], [-6.1027, -2.7181, 2.1233], [-1.7410, 2.6874, -2.3616], [2.5999, 2.8296, -3.4485], [-3.2530, -3.9414, 0.1663], [2.7175, -1.2635, -3.5505], [2.6099, 2.6295, -5.2673]],
  "forces_ev_per_angstrom": [[0.588, -0.380, 0.844], [1.479, 2.128, 4.010], [0.776, 1.737, -0.065], [1.663, 1.277, 0.733], [1.467, 0.648, -0.396], [-0.049, -1.246, -2.461], [-0.636, 0.106, -0.283], [0.345, 0.430, 0.139], [-1.007, -0.887, -0.523], [0.277, -0.424, -0.824], [0.481, -0.147, 0.019], [0.863, 0.503, -0.806], [-0.049, 1.467, -0.741], [-0.377, -0.648, -0.161], [0.758, 0.426, -0.294], [-0.750, -0.262, -0.006], [-2.323, -1.081, 1.237], [-0.340, -0.846, -0.232], [0.802, -0.093, 1.677], [-1.103, -0.855, -2.519], [0.726, 0.506, -0.336], [-0.701, 0.909, 1.614], [0.352, -0.937, -0.614], [-0.686, 0.202, 0.167], [0.367, -1.395, 1.852], [0.215, 1.302, 0.860], [0.610, -0.097, -0.104], [-0.830, 0.835, 0.812], [0.241, 1.703, -0.177], [-0.894, -0.865, -0.838], [1.471, 0.066, -1.376], [-0.357, -1.079, 1.018], [-0.515, 2.353, -0.221], [-0.510, -1.174, -0.511], [0.603, -1.192, -0.985], [0.773, -0.202, -0.538], [-0.098, -0.740, 0.327], [-1.383, 0.907, 0.805], [-0.693, -0.221, 0.526], [-0.701, 0.724, 0.101], [-0.322, -0.410, 1.261], [-1.081, -0.415, -0.728], [0.117, -1.249, -0.967], [0.191, -0.183, -1.133], [-0.666, -1.657, 0.146], [-0.768, 0.524, 0.698], [0.532, 0.590, -0.101], [1.579, -0.350, -1.016], [-0.438, 0.449, 0.927], [0.284, -0.275, 0.761], [1.199, 1.180, 1.175], [-0.549, -1.262, -1.712], [-1.097, 0.753, -0.940], [0.198, -0.428, 0.258], [-1.327, 0.595, 1.311], [0.491, 0.417, 1.098], [0.695, -0.595, 0.459], [-0.068, 0.265, -0.778], [-0.708, -4.643, -0.835], [0.439, -0.335, 0.320], [-0.415, -0.329, -0.012], [0.106, 0.408, 0.693], [0.307, 0.302, -0.435], [-0.446, 1.003, 0.057], [0.236, 0.351, 0.227], [0.214, 0.552, 0.102], [-0.305, 0.145, -0.563], [-0.282, 0.239, 0.644], [0.310, -0.505, 0.002], [0.017, 0.237, 0.058], [0.229, -0.112, -0.235], [0.152, 0.801, 0.155], [0.094, -0.246, 0.193], [0.339, 0.324, -0.339], [0.182, -0.206, 0.036], [0.468, -0.428, -0.010], [-0.191, 0.238, 0.308], [0.211, -0.273, -0.138], [0.770, -0.007, 0.531], [-0.366, 0.325, -0.647], [-0.213, -0.627, 0.294], [0.616, -0.250, 0.241], [-0.532, 0.385, 0.668], [-0.179, -0.055, -0.151], [-0.391, -0.200, 0.261], [0.724, -0.203, -0.276], [-0.199, -0.059, 0.071], [-0.194, -0.010, -0.103], [-0.153, 0.139, 0.092], [-0.069, 0.252, -0.373], [-0.067, -0.403, 0.274], [0.142, 0.185, -0.057], [-0.053, 0.080, 0.005], [0.433, 0.891, 0.242], [-0.453, 0.562, -0.016], [1.053, -0.312, -0.053], [-0.107, 0.123, 0.150], [-0.046, 0.166, -0.053], [0.638, 0.086, 0.076], [-0.603, 0.552, -0.053], [0.600, 0.078, -0.490], [-0.780, 0.464, -0.769], [-0.238, -0.149, 0.019], [-0.353, -0.231, -0.042], [0.266, 0.244, -0.143], [-0.624, -0.633, -1.357], [0.021, -0.212, -0.677], [0.042, 0.193, -0.188], [-0.380, -0.681, -0.454], [-0.092, 0.373, 0.303]]
}